# 1
Entry from the Open Molecules 2025 dataset: a cluster of 6 separate species, C39H37IO25S in total in a non-equilibrium geometry (ωB97M-V/def2-TZVPD).

```
103
Properties=species:S:1:pos:R:3:forces:R:3:mulliken_charge:R:1
C -2.225914 -2.540123 1.352534 -0.7 -0.8 0.3 -1.075
C -3.141530 -2.234836 0.087371 -0.3 -1.0 1.3 0.242
O -2.471940 -1.608194 -1.039428 1.5 0.8 1.1 -0.294
C -1.115111 -1.314440 -0.783938 2.4 -1.0 -0.3 0.314
O -0.239814 -2.144402 -1.051833 -2.4 1.8 0.5 -0.644
C -0.627230 0.093770 -0.191355 -0.2 -0.2 -0.7 0.398
C -1.070443 1.323760 -1.113200 -0.9 -0.1 0.3 -0.480
C -1.728028 2.536207 -0.265847 1.5 -1.1 -0.7 -0.380
O -3.162162 2.479001 -0.535050 -1.0 0.2 1.3 -0.201
S -3.956954 2.242593 0.957405 1.6 -1.5 1.1 0.438
O -3.539699 0.826312 1.336512 -1.7 2.8 -1.6 -0.304
O -5.609006 2.359794 0.765277 2.0 -1.7 -1.0 -0.264
C -6.222678 1.211791 0.132428 -2.3 -0.2 -1.5 -0.197
C -6.163145 1.239474 -1.488220 0.0 -2.1 0.4 -0.603
C -5.100642 0.173586 -2.073561 -1.1 0.1 0.5 -0.627
I -5.970225 3.230293 -2.329572 -0.1 -0.7 0.2 0.003
H -2.916309 -3.015974 2.137861 0.9 0.7 -1.1 0.393
H -1.782212 -1.625689 1.854148 -0.4 -1.1 -0.8 0.253
H -1.456253 -3.346910 1.111981 -0.8 1.4 0.3 0.276
H -4.011414 -1.589417 0.453374 1.2 -0.7 -0.8 -0.262
H -3.517715 -3.250149 -0.289680 0.3 1.5 0.5 0.402
H -1.022095 0.181415 0.865977 0.3 0.0 -1.3 0.170
H 0.513134 0.063760 -0.157339 -1.6 -0.2 0.0 -0.286
H -1.879176 0.954346 -1.837904 1.1 0.7 1.1 0.267
H -0.223350 1.696490 -1.767533 -0.8 -0.5 1.1 0.403
H -1.520534 2.441416 0.851617 -0.2 0.1 -1.4 0.398
H -1.233523 3.490898 -0.617188 -1.2 -0.8 0.4 -0.061
H -5.890856 0.204984 0.528480 0.1 1.4 -0.4 0.108
H -7.340718 1.283608 0.375727 1.7 0.1 0.0 0.351
H -7.180221 0.842333 -1.836423 1.4 0.9 0.5 0.579
H -4.027441 0.460200 -1.875314 -1.3 -0.3 -0.4 -0.007
H -5.340872 -0.806500 -1.525948 0.5 1.3 -0.7 0.197
H -5.345829 -0.016225 -3.164899 0.6 0.4 1.3 0.436
C -4.753436 0.570262 5.994473 -0.2 0.1 0.4 -0.761
C -5.132232 0.574196 4.713265 1.3 -0.3 -0.5 0.237
C -6.553001 0.810344 4.323570 -0.8 0.1 0.1 1.014
O -6.858756 0.825205 3.144050 0.3 -0.1 0.1 -0.506
C -7.534708 1.012283 5.392644 0.1 0.0 -0.4 -1.020
C -7.155682 1.004863 6.672545 -1.2 0.2 0.4 0.286
C -5.731205 0.796000 7.061345 0.9 -0.1 0.0 0.983
O -5.421914 0.814178 8.239745 -0.4 0.0 -0.1 -0.608
O -8.051585 1.187639 7.674801 1.1 -0.2 -0.4 -0.569
O -4.241323 0.364824 3.712896 -1.5 0.2 1.2 -0.389
H -3.726769 0.402497 6.290634 0.0 0.0 0.0 0.459
H -8.564127 1.164814 5.097879 0.0 0.0 0.0 0.442
H -7.530980 1.140472 8.499432 -0.1 0.0 0.0 0.349
H -4.756314 0.418566 2.885698 0.4 0.0 -0.2 0.095
C 5.880418 2.094156 -1.687801 0.3 -0.2 0.2 -0.877
C 4.582086 2.398522 -1.742100 0.2 0.8 -0.9 0.300
C 3.586466 1.720365 -0.862955 -0.3 -0.5 0.5 0.930
O 2.411479 2.038617 -0.928265 0.2 0.2 -0.2 -0.548
C 4.070515 0.682340 0.050835 -0.3 0.3 -0.2 -0.928
C 5.368642 0.375362 0.102773 -0.2 -0.9 0.9 0.432
C 6.367814 1.072684 -0.756701 0.4 0.4 -0.5 0.896
O 7.545792 0.777835 -0.667862 -0.3 -0.2 0.2 -0.614
O 5.833733 -0.584436 0.940690 0.1 0.9 -0.9 -0.581
O 4.112645 3.339861 -2.599911 -0.2 -0.8 0.9 -0.590
H 6.612716 2.580134 -2.318336 0.0 0.0 0.0 0.423
H 3.336116 0.185464 0.670372 0.0 0.0 0.0 0.474
H 6.798021 -0.614680 0.790461 -0.1 0.0 0.1 0.343
H 3.149703 3.374429 -2.445289 0.1 0.0 -0.1 0.328
C -1.313448 6.701537 -0.445379 -0.2 0.2 -0.2 -0.555
C -0.436588 6.506800 0.541992 -0.1 -1.2 -0.1 0.280
C 0.225175 7.651039 1.232187 0.2 0.7 0.2 0.742
O 1.005575 7.433266 2.141409 -0.2 -0.3 -0.2 -0.618
C -0.093974 9.006603 0.775999 0.2 -0.3 0.2 -0.946
C -0.968319 9.201586 -0.213796 0.1 1.3 0.0 0.339
C -1.650530 8.058599 -0.885408 -0.3 -0.7 -0.3 0.730
O -2.455683 8.276870 -1.772052 0.2 0.3 0.2 -0.609
O -1.273428 10.449262 -0.650201 -0.1 -1.2 0.0 -0.561
O -0.109856 5.256895 0.961721 0.1 1.2 0.1 -0.427
H -1.802273 5.880289 -0.952695 0.0 0.0 0.0 0.549
H 0.405862 9.827043 1.272733 0.0 0.0 0.0 0.421
H -1.925632 10.321671 -1.365420 0.0 0.1 0.0 0.352
H 0.537514 5.385960 1.681383 0.0 -0.1 0.0 0.335
C 1.955913 -3.953155 -2.963757 0.0 -0.4 0.2 -0.829
C 2.246913 -3.046221 -3.899178 -0.6 0.8 0.6 0.128
C 3.098654 -3.386964 -5.074680 0.4 -0.4 -0.5 0.830
O 3.327358 -2.537496 -5.918138 -0.2 0.1 0.3 -0.641
C 3.635488 -4.747571 -5.163001 -0.1 0.3 -0.2 -0.960
C 3.347295 -5.652407 -4.225889 0.7 -0.9 -0.5 0.353
C 2.473252 -5.319063 -3.065195 -0.5 0.5 0.5 1.101
O 2.216831 -6.178722 -2.237910 0.2 -0.2 -0.3 -0.727
O 3.838083 -6.916439 -4.289999 -0.6 0.8 0.5 -0.601
O 1.779117 -1.773953 -3.821533 0.6 -0.8 -0.5 -0.483
H 1.336954 -3.718923 -2.107096 0.0 0.1 -0.1 0.713
H 4.266422 -4.977418 -6.010862 0.0 0.0 0.0 0.433
H 3.485072 -7.371066 -3.501708 0.0 0.0 -0.1 0.352
H 2.127265 -1.322070 -4.613349 -0.1 0.0 0.1 0.326
C 6.251282 -6.936924 0.907284 0.4 0.0 0.1 -0.873
C 5.322807 -6.385025 0.121798 -1.1 -0.5 0.7 0.346
C 5.697486 -5.519022 -1.033465 0.5 0.4 -0.4 0.875
O 4.822886 -5.048486 -1.737614 0.1 -0.1 0.3 -0.339
C 7.120935 -5.265218 -1.270419 -0.4 0.1 -0.1 -1.090
C 8.048275 -5.814507 -0.482913 1.0 0.5 -0.6 0.442
C 7.675391 -6.702189 0.655917 -0.4 -0.5 0.6 0.929
O 8.551392 -7.199514 1.340925 0.1 0.3 -0.3 -0.612
O 9.370375 -5.588334 -0.685888 -0.9 -0.5 0.6 -0.579
O 3.999681 -6.590838 0.341558 1.1 0.6 -0.7 -0.583
H 5.993707 -7.568470 1.746738 0.0 0.0 0.0 0.436
H 7.378211 -4.621436 -2.100689 0.0 0.0 0.0 0.466
H 9.829928 -6.095316 0.010568 0.0 0.0 -0.1 0.347
H 3.534426 -6.090645 -0.359323 -0.2 -0.2 0.0 0.264
```
Forces are in eV/Å.

Output
Frontier orbital gap: 0.280 Ha
Highest occupied orbital energy: -9.39 eV
E: -111160.310 eV

---

# 2
Entry from the Open Molecules 2025 dataset: a structure of composition C39H38AlN5O3S3 (ωB97M-V/def2-TZVPD).

```
89
Properties=species:S:1:pos:R:3:forces:R:3:mulliken_charge:R:1
Al -0.861980 -0.198549 0.260393 0.0 -0.1 -0.7 0.508
O 0.032338 -2.375409 3.221883 -0.1 -0.1 0.0 -0.610
C -0.500972 -1.846086 2.292193 0.1 0.4 -0.1 0.220
O -0.111840 -0.701070 1.737324 0.4 -0.2 0.6 -0.378
C -1.729212 -2.408123 1.612193 -0.1 -0.1 -0.2 0.776
C -2.330377 -3.593443 2.026497 -0.1 -0.1 0.0 -1.031
C -3.418986 -4.051172 1.326890 0.0 0.1 0.1 -0.781
C -3.911331 -3.323691 0.224895 0.2 0.2 -0.1 1.258
C -5.022492 -3.739489 -0.544761 -0.1 0.0 0.0 -0.916
C -5.425049 -3.011021 -1.626869 -0.1 -0.1 0.0 -0.650
C -4.754148 -1.822197 -1.983480 0.1 0.1 0.0 -0.969
C -3.688542 -1.379866 -1.251322 0.1 0.0 0.0 -0.451
C -3.243325 -2.125674 -0.140720 -0.2 -0.1 0.0 0.106
N -2.163147 -1.696060 0.574567 0.2 -0.1 0.1 0.835
H -1.924221 -4.117863 2.879286 0.0 0.0 0.0 0.660
H -3.905061 -4.975743 1.612759 0.0 0.0 0.0 0.485
H -5.549900 -4.640105 -0.257695 0.0 0.0 0.0 0.464
H -6.269747 -3.337867 -2.217470 0.0 0.0 0.0 0.427
H -5.094564 -1.257925 -2.841291 0.0 0.0 0.0 0.456
H -3.174154 -0.456647 -1.493319 -0.1 0.0 -0.1 0.361
S 0.662178 1.386362 -0.667790 0.0 0.0 0.0 -0.428
C 1.504948 0.565734 -1.884858 0.1 0.6 0.0 0.409
N 2.260508 1.191567 -2.756184 -0.3 -0.4 0.2 0.195
C 3.045758 0.426734 -3.725643 0.1 -0.2 -0.2 -0.763
C 3.541718 -0.838385 -3.074629 0.2 0.2 -0.2 -0.672
N 2.403776 -1.578581 -2.531839 -0.2 0.4 0.3 0.344
C 2.524308 -3.039586 -2.545577 -0.1 -0.5 -0.2 -1.700
C 2.310921 -3.645363 -3.915325 0.0 0.0 0.1 0.872
C 1.046643 -3.646374 -4.499689 0.0 0.1 0.0 -0.147
C 0.835063 -4.305342 -5.699630 0.0 0.1 0.0 -0.719
C 1.883031 -4.970250 -6.322619 0.0 0.0 0.0 -0.439
C 3.146287 -4.958593 -5.752771 0.0 0.0 0.0 -0.651
C 3.361172 -4.293842 -4.553714 0.0 0.0 0.0 -0.305
C 1.405014 -0.928769 -1.982602 0.1 -0.6 -0.2 0.420
S 0.021200 -1.710622 -1.409794 -0.2 0.1 0.0 -0.313
C 2.396508 2.651563 -2.835587 0.3 0.4 0.1 -1.390
C 3.785986 3.089640 -2.428741 0.0 -0.1 -0.1 0.685
C 4.605834 3.737000 -3.345058 -0.1 0.0 0.0 -0.318
C 5.874022 4.158733 -2.971500 0.0 0.0 0.0 -0.619
C 6.331980 3.922799 -1.684504 0.0 0.0 -0.1 -0.443
C 5.520509 3.262504 -0.770961 0.0 0.0 0.1 -0.778
C 4.250480 2.847892 -1.138781 0.0 0.0 0.0 -0.176
H 3.889248 1.040772 -4.034394 0.0 0.0 0.0 0.497
H 2.430639 0.202878 -4.601829 0.0 0.0 0.0 0.315
H 4.251357 -0.611911 -2.273370 0.0 -0.1 0.0 0.323
H 4.035568 -1.466470 -3.813615 0.0 0.0 0.0 0.504
H 1.805971 -3.451244 -1.840921 0.1 0.1 0.1 0.512
H 3.532309 -3.281166 -2.203672 0.0 0.1 0.1 0.496
H 0.224145 -3.143736 -4.003539 0.0 0.0 0.0 0.322
H -0.152995 -4.317460 -6.140102 0.0 0.0 0.0 0.412
H 1.711390 -5.508403 -7.244998 0.0 0.0 0.0 0.405
H 3.966482 -5.478217 -6.229413 0.0 0.0 0.0 0.397
H 4.350027 -4.303399 -4.108325 0.0 0.0 0.0 0.376
H 1.643627 3.109484 -2.201768 -0.1 -0.1 0.0 0.446
H 2.205551 2.940790 -3.870826 0.0 -0.1 0.0 0.455
H 4.244394 3.927265 -4.349608 0.0 0.0 0.0 0.393
H 6.499005 4.674223 -3.688334 0.0 0.0 0.0 0.405
H 7.319609 4.253698 -1.393521 0.0 0.0 0.0 0.407
H 5.876991 3.078938 0.234006 0.0 0.0 0.0 0.423
H 3.616978 2.346503 -0.414205 0.0 0.0 0.0 0.445
C -3.506418 5.264944 3.327101 0.1 0.0 -0.1 -1.222
C -2.529585 4.822160 2.240812 -0.1 -0.1 0.3 -0.179
C -1.500360 3.810684 2.745999 0.0 0.4 -0.3 -1.054
N -2.101767 2.539913 3.158099 -0.1 -0.2 0.0 0.179
C -2.381230 1.527717 2.375845 -0.1 0.0 0.3 0.602
S -2.204603 1.661848 0.658689 0.0 0.2 -0.3 -0.395
N -2.867408 0.361162 2.861865 0.0 0.0 0.2 -0.053
C -3.072994 -0.125041 4.202298 0.0 0.1 -0.1 0.213
O -3.928791 -0.953125 4.336031 0.0 0.0 0.0 -0.547
C -2.181493 0.372154 5.269044 0.2 0.0 0.2 -0.002
C -2.721624 0.658544 6.522378 -0.1 0.0 -0.1 -0.299
C -1.886793 1.037602 7.559918 0.0 0.0 0.0 -0.719
C -0.513445 1.088131 7.362688 0.0 0.0 0.0 -0.418
C 0.028633 0.779400 6.120680 0.0 0.0 0.0 -1.189
C -0.799708 0.431153 5.068934 -0.1 0.0 -0.1 0.677
H -4.260766 5.927749 2.907202 0.0 0.0 0.1 0.369
H -2.985280 5.805507 4.118324 0.0 0.0 0.0 0.328
H -4.025449 4.413764 3.772773 0.0 0.0 0.0 0.301
H -1.974643 5.687752 1.874954 0.0 0.0 -0.1 0.408
H -3.071145 4.395211 1.395094 0.0 0.0 -0.1 0.239
H -0.989359 4.212774 3.620190 0.1 -0.1 0.0 0.520
H -0.763155 3.606508 1.970417 0.0 -0.1 0.1 0.281
H -2.294923 2.422720 4.144594 0.0 0.0 0.1 0.304
H -3.355896 -0.211041 2.187273 0.0 0.0 0.0 0.132
H -3.791601 0.587532 6.671616 0.0 0.0 0.0 0.479
H -2.306427 1.278537 8.526968 0.0 0.0 0.0 0.428
H 0.139652 1.350953 8.184057 0.0 0.0 0.0 0.428
H 1.100139 0.798791 5.974228 0.0 0.0 0.0 0.462
H -0.375018 0.166675 4.106170 0.0 0.0 0.1 0.359
```
Forces are in eV/Å.

Output
Charge: +2
Frontier orbital gap: 0.262 Ha
Highest occupied orbital energy: -13.80 eV
E: -93749.655 eV